# 1
Molecular formula: C35H82BaF3LiN6O9S
Method: DFT, ωB97M-V with the def2-TZVPD basis set

The geometry in ORCA input format:
```
! wB97M-V def2-TZVPD RIJCOSX def2/J DEFGRID3
* xyz 1 2
Li 2.33107 3.52328 -2.74622
Ba 5.88551 0.95714 0.55410
C 0.59629 0.47388 -0.61091
F 0.65213 -0.53274 0.24283
F 0.88081 0.01904 -1.83202
F -0.53307 1.20273 -0.50100
S 2.00922 1.66549 -0.00076
O 1.59186 2.06671 1.37263
O 3.28486 0.89743 -0.03914
O 1.98607 2.69251 -1.00906
C -1.26558 5.71312 3.53323
C 0.12633 5.10035 3.24316
C 0.97615 4.91736 4.53956
O 1.10999 6.22756 5.15069
C 1.31287 6.05262 6.56109
N -0.15975 3.79558 2.66540
H -1.86471 5.71508 2.62265
H -1.19664 6.75981 3.82954
H -1.90056 5.29319 4.31333
H 0.65176 5.69885 2.49897
H 1.95098 4.47129 4.34252
H 0.39720 4.19690 5.11735
H 0.40010 5.56023 6.89651
H 1.30836 6.96772 7.15328
H 2.19657 5.44737 6.76319
H 0.62942 3.34280 2.22688
H -0.52839 3.09535 3.29300
C -4.24033 0.62525 2.27882
C -3.26900 1.51852 3.11188
C -1.88869 0.85912 3.20767
O -1.26136 1.21972 4.42709
C 0.09798 0.73126 4.54043
N -3.27169 2.85155 2.44867
H -3.74201 0.30980 1.36216
H -5.13039 1.22213 2.07972
H -4.53872 -0.16532 2.96735
H -3.70631 1.71858 4.09005
H -1.33243 1.13934 2.31316
H -1.94147 -0.22795 3.26758
H 0.46808 0.91470 5.54913
H 0.70662 1.31338 3.84849
H 0.23013 -0.32551 4.30832
H -3.68279 2.66385 1.54541
H -2.33355 3.21465 2.35840
C 3.74912 5.10221 1.45581
C 4.70782 3.97321 1.02902
C 6.26110 4.29444 1.34586
O 7.19355 3.34152 0.85842
C 8.49226 3.79359 1.14563
N 4.28015 2.91481 1.92421
H 3.93609 6.03222 0.91894
H 3.73989 5.29275 2.52899
H 2.73631 4.80319 1.18581
H 4.55631 3.68004 -0.00983
H 6.38569 4.47808 2.41303
H 6.36823 5.20705 0.75955
H 9.30268 3.32930 0.58369
H 8.75601 3.75874 2.20266
H 8.79354 4.77749 0.78607
H 4.39053 3.26267 2.86597
H 3.32039 2.60090 1.90363
C 3.42957 0.51773 -3.50777
C 2.66311 1.37529 -4.53559
C 2.11641 0.45616 -5.67009
O 1.22402 1.14179 -6.60957
C 0.84937 0.39664 -7.75269
N 1.52772 2.11933 -3.92844
H 3.58038 1.16214 -2.64170
H 4.40143 0.13209 -3.81578
H 2.87315 -0.35933 -3.17723
H 3.27556 2.12582 -5.03530
H 1.56974 -0.45753 -5.43679
H 2.97327 0.21110 -6.29765
H 0.75050 -0.67080 -7.55548
H 1.72273 0.40324 -8.40485
H -0.01389 0.85333 -8.23675
H 0.91565 2.20345 -4.72743
H 0.99155 1.38900 -3.48208
C -4.61095 1.08461 -1.97298
C -4.88416 -0.01740 -3.06383
C -3.76583 -0.14340 -4.11992
C -2.41008 -0.67750 -3.60042
C -2.81709 -2.06778 -3.06733
C -3.94589 -2.18832 -2.04599
N -5.06901 -1.31709 -2.48577
O -6.17860 -1.43856 -1.75634
C -4.40230 -3.64873 -1.99531
C -3.35612 -1.81052 -0.63793
C -6.15443 0.39429 -3.89877
H -5.41796 0.97805 -1.24808
H -4.70573 2.04164 -2.48603
H -3.67560 1.14100 -1.41617
H -4.08887 -0.75654 -4.96123
H -3.46395 0.82227 -4.52544
H -1.94908 -0.10086 -2.79851
H -1.78657 -0.67893 -4.49448
H -1.88578 -2.46370 -2.66234
H -2.97936 -2.72160 -3.92424
H -3.56845 -4.28640 -1.70175
H -5.19952 -3.78063 -1.26378
H -4.82641 -3.91245 -2.96416
H -2.38438 -2.23073 -0.37863
H -3.20697 -0.73390 -0.55590
H -4.00523 -2.00897 0.21494
H -7.03364 0.59842 -3.28769
H -6.29515 -0.23886 -4.77480
H -5.85384 1.28412 -4.45191
H -6.68615 -2.14902 -2.15539
C 1.94576 -4.10527 -0.50649
C 0.95446 -4.67995 0.44642
C -0.45797 -4.29542 -0.03746
C -1.56994 -5.11593 0.58932
C -1.28887 -6.59648 0.38966
C 0.12844 -7.03173 0.86827
N 1.20746 -6.11904 0.45816
O 2.40774 -6.49817 1.00704
C 0.10281 -7.27581 2.38708
C 0.40452 -8.37537 0.16539
C 1.07951 -3.96515 1.78089
H 2.06568 -4.77175 -1.36062
H 2.94841 -3.88319 -0.14115
H 1.47428 -3.23725 -0.96730
H -0.63305 -3.23843 0.16311
H -0.61936 -4.27303 -1.11521
H -2.57386 -4.89414 0.22732
H -1.63136 -4.88487 1.65278
H -1.38094 -6.92827 -0.64452
H -2.07071 -7.19022 0.86327
H -0.52636 -8.09636 2.73196
H 1.06094 -7.54765 2.83001
H -0.09072 -6.38098 2.97863
H -0.28483 -9.15961 0.47826
H 0.57876 -8.16398 -0.88962
H 1.42179 -8.72498 0.34152
H 0.88997 -2.89315 1.72604
H 2.02831 -4.02011 2.31461
H 0.33898 -4.29346 2.51022
H 2.88385 -6.87846 0.26522
*
```

Kohn-Sham gap (alpha / beta) in eV: 3.7 / 6.2
⟨S²⟩: 0.75
Total energy in eV: -84868.4369


# 2
Molecular formula: C35H82FN2O24S8
Method: DFT, ωB97M-V with the def2-TZVPD basis set

The geometry in ORCA input format:
```
! wB97M-V def2-TZVPD RIJCOSX def2/J DEFGRID3
* xyz 1 1
C 4.56441 -6.46299 0.43178
C 3.50744 -5.49866 -0.10097
C 4.03481 -4.69304 -1.29355
C 3.40647 -3.30091 -1.49648
C 4.07512 -2.60728 -2.72123
C 5.41005 -1.88698 -2.49910
C 5.35841 -0.48061 -1.94156
F 6.21229 -2.66339 -1.65045
C 1.92611 -3.57424 -1.85118
N 0.92610 -2.49739 -1.48680
C -0.47848 -3.02351 -1.55639
C -1.41343 -1.85368 -1.26423
O -1.25464 -0.81180 -1.81833
O -2.37443 -2.16453 -0.38672
C -2.60940 -1.46825 0.85079
C -2.20833 -0.02786 0.92925
O -3.12283 -2.10825 1.69154
C 1.22082 -1.77987 -0.18730
S 0.74283 -2.69215 1.29284
C 2.67735 -1.36161 -0.20270
N 3.48761 -2.54719 -0.25642
H 4.93296 -7.11548 -0.36386
H 5.42504 -5.91436 0.82079
H 4.16778 -7.09372 1.22805
H 2.62974 -6.08567 -0.39682
H 3.19273 -4.81425 0.69372
H 5.11326 -4.55190 -1.20363
H 3.87795 -5.26715 -2.21492
H 3.40697 -1.85481 -3.16271
H 4.21521 -3.38495 -3.47773
H 5.92530 -1.85310 -3.46178
H 5.11543 -0.46935 -0.87834
H 6.34094 -0.01568 -2.04240
H 4.64019 0.12854 -2.49427
H 1.55919 -4.49897 -1.40784
H 1.84622 -3.66764 -2.93650
H 0.95742 -1.77103 -2.21153
H -0.60353 -3.85448 -0.87038
H -0.65118 -3.36118 -2.58133
H -1.21228 0.06129 1.38038
H -2.92423 0.44363 1.60002
H -2.21289 0.46808 -0.03532
H 0.58133 -0.89788 -0.19179
H 1.05476 -3.95396 0.96790
H 2.87138 -0.80360 0.71468
H 2.82946 -0.66824 -1.04981
H 4.45174 -2.38772 0.00649
O -6.07631 -5.50396 -1.88289
S -6.28923 -6.23532 -0.66668
O -7.60357 -6.28520 -0.10948
O -5.25615 -5.70342 0.41650
C -5.25640 -4.27041 0.63644
C -6.39747 -3.75487 1.47952
C -5.65883 -7.86776 -0.81967
H -5.22339 -3.77869 -0.33692
H -4.32756 -4.05234 1.15506
H -7.36479 -3.84734 0.98667
H -6.20895 -2.69862 1.68116
H -6.45514 -4.28584 2.42951
H -4.65374 -7.82397 -1.22853
H -6.32921 -8.39024 -1.49884
H -5.67206 -8.33645 0.16060
O -7.60546 -0.31640 1.03675
S -6.58341 0.06423 0.10907
O -5.24835 0.25938 0.60622
O -7.04752 1.33525 -0.70057
C -7.56150 2.47128 0.05584
C -6.46909 3.26297 0.73591
C -6.53232 -1.05819 -1.24199
H -8.30401 2.10132 0.76266
H -8.07289 3.06212 -0.69997
H -5.98556 2.68841 1.52442
H -6.90799 4.15653 1.18010
H -5.71009 3.56832 0.01564
H -7.54120 -1.20299 -1.61794
H -6.13576 -1.99243 -0.85421
H -5.87874 -0.65033 -2.00850
O -10.49640 -3.23659 6.20144
S -9.20392 -3.78968 5.93170
O -8.24993 -3.87656 6.99505
O -8.56486 -3.02136 4.70075
C -8.55477 -1.56898 4.73990
C -7.49414 -1.01865 5.66598
C -9.36341 -5.36191 5.16229
H -9.55364 -1.22687 5.01167
H -8.36461 -1.28900 3.70527
H -7.70215 -1.26046 6.70678
H -7.46270 0.06644 5.55977
H -6.51504 -1.42425 5.40958
H -10.07117 -5.28210 4.34227
H -9.73320 -6.04041 5.92812
H -8.38465 -5.67925 4.81321
O 8.15690 2.14353 -3.25475
S 8.85169 2.55019 -2.06438
O 8.11175 2.59197 -0.83819
O 9.57471 3.92422 -2.32312
C 8.79104 5.01865 -2.88335
C 7.85279 5.64297 -1.87764
C 10.29289 1.56960 -1.84220
H 8.26844 4.65174 -3.76635
H 9.54626 5.72617 -3.21554
H 7.06624 4.95289 -1.57603
H 7.39239 6.52071 -2.33188
H 8.39454 5.95257 -0.98426
H 10.85039 1.54803 -2.77414
H 9.95160 0.57272 -1.57139
H 10.88226 2.00031 -1.03730
O 1.94114 -0.40806 3.77030
S 0.63371 0.10409 4.06350
O 0.08156 1.06717 3.14802
O 0.56611 0.65127 5.52951
C 1.55468 1.64807 5.95002
C 1.26487 3.02267 5.39590
C -0.52263 -1.20447 4.24734
H 2.54195 1.28127 5.66945
H 1.47485 1.62521 7.03361
H 1.38602 3.06037 4.31480
H 1.96179 3.73131 5.84434
H 0.24979 3.33980 5.63231
H -0.11956 -1.96456 4.91082
H -0.66718 -1.59276 3.24502
H -1.45617 -0.80126 4.63140
O -3.86348 4.69327 3.79752
S -2.57496 4.57028 3.18539
O -1.41176 4.92360 3.94163
O -2.58393 5.35148 1.80720
C -3.07156 6.72316 1.82295
C -2.07082 7.69266 2.40770
C -2.36123 2.95135 2.53959
H -4.02159 6.74146 2.35712
H -3.26399 6.93314 0.77322
H -1.90937 7.51273 3.46897
H -2.44955 8.70739 2.28157
H -1.11197 7.61123 1.89628
H -3.24104 2.68312 1.95972
H -2.24307 2.29703 3.40027
H -1.45567 2.92952 1.93983
O 5.67242 6.58277 -7.65003
S 6.64802 5.61032 -7.26081
O 7.60403 5.95602 -6.25241
O 7.39207 5.07852 -8.55134
C 7.92404 6.07058 -9.47495
C 9.19194 6.71817 -8.96897
C 5.86279 4.10315 -6.80984
H 7.14146 6.80147 -9.67838
H 8.10273 5.49758 -10.38180
H 9.00766 7.32796 -8.08627
H 9.59690 7.35769 -9.75382
H 9.93511 5.96251 -8.71556
H 5.15225 3.83275 -7.58566
H 5.35402 4.29518 -5.86744
H 6.62578 3.33983 -6.68114
*
```

Kohn-Sham gap in eV: 9.1
Total energy in eV: -179136.5147


no.,largest force on an atom (eV/Å)
1,3.8
2,0.7